# 1
{
  "formula": "C5H12N4O",
  "method": "the ωB97M-V functional and the def2-TZVPD basis",
  "symbols": ["H", "N", "C", "O", "C", "N", "C", "C", "N", "C", "N", "H", "H", "H", "H", "H", "H", "H", "H", "H", "H", "H"],
  "coordinates": [[3.1648, 1.9211, 0.0425], [2.2639, 1.7003, -0.4937], [1.7565, 0.7247, 0.1385], [2.4257, 0.3021, 1.2952], [0.3517, 0.2292, 0.0960], [0.1563, -0.9014, 0.9442], [0.4206, -2.2138, 0.3693], [-0.7651, 1.2843, 0.0969], [-1.9374, 0.9854, 0.8511], [-0.4687, 0.5184, -1.1550], [-1.4320, -0.4489, -1.5847], [1.7800, -0.3381, 1.6830], [-0.7657, -0.8406, 1.3713], [-0.2313, -2.4556, -0.4846], [1.4668, -2.2679, 0.0348], [0.2770, -2.9788, 1.1439], [-0.4137, 2.3181, 0.1246], [-2.1909, 1.7383, 1.4784], [-2.7327, 0.7445, 0.2697], [0.0870, 1.0799, -1.9136], [-2.1944, 0.0106, -2.0755], [-1.0185, -1.1117, -2.2324]],
  "max_force_ev_per_a": 3.1,
  "smiles": "[H]/N=C(\\O)[C@@]1(NC)[C@H](N)[C@@H]1N",
  "e_tot_ev": -13386.516,
  "orbital_gap_ev": 9.4418,
  "homo_ev": -8.7250
}

***

# 2
{
  "formula": "C5H10O",
  "method": "the ωB97M-V functional and the def2-TZVPD basis",
  "symbols": ["C", "C", "C", "C", "C", "O", "H", "H", "H", "H", "H", "H", "H", "H", "H", "H"],
  "coordinates": [[1.9470, 0.6275, 0.1890], [0.6456, 0.0557, -0.3107], [-0.6829, 0.7233, 0.7634], [-0.3080, -0.6854, 0.5378], [-1.4558, -1.0899, -0.4447], [-1.8302, 0.0577, -1.1901], [2.6237, -0.1340, 0.5973], [1.7505, 1.3435, 0.9880], [2.4868, 1.1610, -0.6028], [0.7707, -0.4045, -1.3163], [-1.7705, 0.8912, 0.8460], [-0.1339, 1.5098, 1.2335], [-0.0192, -1.3933, 1.3134], [-2.3368, -1.4265, 0.1111], [-1.1548, -1.8594, -1.1643], [-0.9897, 0.5457, -1.3057]],
  "max_force_ev_per_a": 1.4,
  "smiles": "C[C@@H]1C[C@H]1CO",
  "e_tot_ev": -7390.856,
  "orbital_gap_ev": 9.9223,
  "homo_ev": -8.8468
}

***

# 3
{
  "formula": "C5H6OS2",
  "method": "the ωB97M-V functional and the def2-TZVPD basis",
  "symbols": ["C", "S", "C", "S", "C", "C", "C", "O", "H", "H", "H", "H", "H", "H"],
  "coordinates": [[-2.5036, -0.5697, -1.0885], [-1.4471, -0.3311, 0.3514], [0.1447, -0.8085, -0.1823], [0.5908, -1.5373, -1.5519], [1.1126, -0.5583, 0.9127], [1.7926, 0.5327, 1.1736], [1.6169, 1.7294, 0.3990], [0.8123, 1.8462, -0.4792], [-3.5113, -0.0973, -0.8847], [-2.6455, -1.6727, -1.1211], [-1.9117, -0.1976, -1.9181], [1.2228, -1.4622, 1.5392], [2.3462, 0.5576, 2.1975], [2.3804, 2.5686, 0.6524]],
  "max_force_ev_per_a": 3.4,
  "smiles": "CSC(=S)/C=C\\C=O",
  "e_tot_ev": -28998.363,
  "orbital_gap_ev": 8.4274,
  "homo_ev": -8.7089
}

***

# 4
{
  "formula": "C16H16CeCl3F5O2",
  "method": "the ωB97M-V functional and the def2-TZVPD basis",
  "symbols": ["C", "C", "C", "C", "C", "C", "C", "C", "C", "C", "Ce", "Cl", "Cl", "Cl", "H", "H", "H", "H", "H", "H", "H", "H", "H", "H", "H", "H", "H", "H", "H", "O", "H", "F", "C", "C", "F", "C", "F", "C", "O", "C", "F", "C", "F"],
  "coordinates": [[1.9658, -0.0979, -2.7901], [3.0479, -0.6156, -1.9827], [3.4255, 0.3922, -1.0602], [3.4465, -2.0361, -1.9462], [2.6209, 1.5236, -1.3113], [1.6915, 1.2048, -2.3685], [0.6162, 2.0586, -2.8751], [1.3060, -0.8212, -3.8923], [4.4628, 0.2765, -0.0139], [2.6049, 2.7579, -0.5206], [-1.0949, -0.3678, 0.7556], [0.6593, -2.4694, 0.8725], [-1.5052, -1.1509, -1.7007], [0.5334, 0.6399, 2.4019], [2.6115, -2.6543, -2.3574], [3.5755, -2.3346, -0.8740], [4.3824, -2.1772, -2.5360], [4.3336, -0.6951, 0.4433], [4.3356, 1.0395, 0.7508], [5.4507, 0.3007, -0.4484], [2.5935, 2.5868, 0.5649], [1.8047, 3.4672, -0.7688], [3.5216, 3.3274, -0.6612], [0.3849, 2.9295, -2.2604], [-0.3066, 1.5170, -2.9782], [0.8542, 2.4497, -3.8856], [1.0819, -1.8420, -3.5703], [1.9813, -0.9006, -4.7605], [0.3469, -0.3685, -4.1723], [-1.8540, 1.4789, -0.5773], [-2.0579, 1.5589, -1.5926], [-6.6883, -1.2756, 5.7225], [-5.8131, -0.9601, 4.7441], [-5.9738, -1.4955, 3.4554], [-7.1118, -2.0349, 3.1353], [-4.9287, -1.4115, 2.5365], [-5.0696, -1.8470, 1.2768], [-3.6636, -0.9021, 2.9391], [-2.6938, -1.0929, 2.0795], [-3.4831, -0.3109, 4.2443], [-2.2656, 0.2127, 4.5959], [-4.6043, -0.2584, 5.1115], [-4.5250, 0.3980, 6.2746]],
  "max_force_ev_per_a": 3.4,
  "e_tot_ev": -85033.467,
  "orbital_gap_ev": [3.2927, 3.3084],
  "homo_ev": [0.3804, 0.3773],
  "charge": -2
}

***

# 5
{
  "formula": "C7H10I2NSi",
  "method": "the ωB97M-V functional and the def2-TZVPD basis",
  "symbols": ["C", "C", "C", "C", "C", "C", "C", "N", "Si", "I", "I", "H", "H", "H", "H", "H", "H", "H", "H", "H", "H"],
  "coordinates": [[3.9094, 1.6202, 0.6090], [2.7898, 1.7014, 1.3956], [3.8544, 0.9545, -0.5363], [1.6321, 1.0996, 1.0052], [2.6858, 0.3748, -0.9765], [1.6151, 0.4755, -0.1657], [-3.2890, -1.8152, 0.2875], [-3.7708, -1.6176, -1.0930], [-2.9113, -0.3458, 1.5028], [-0.3436, -0.3792, -0.7508], [-4.2453, 1.2536, 0.0582], [4.9376, 2.0155, 0.9239], [2.8952, 2.3355, 2.2337], [4.7271, 0.8906, -1.1096], [0.7155, 1.2553, 1.6504], [2.7386, -0.2379, -1.8821], [-2.5115, -2.4857, 0.1840], [-3.9521, -2.4000, 0.8880], [-4.1882, -0.6748, -1.1809], [-4.3998, -2.4540, -1.4498], [-2.8887, -1.5661, -1.5937]],
  "max_force_ev_per_a": 4.4,
  "e_tot_ev": -32982.450,
  "orbital_gap_ev": 7.9671,
  "homo_ev": -12.3532,
  "charge": 1
}

***

# 6
{
  "formula": "C5H8O",
  "method": "the ωB97M-V functional and the def2-TZVPD basis",
  "symbols": ["C", "C", "C", "C", "O", "C", "H", "H", "H", "H", "H", "H", "H", "H"],
  "coordinates": [[-1.8055, -0.3685, 0.3472], [-0.4621, -0.5500, -0.3440], [0.4453, 0.6961, -0.3448], [1.2263, 0.6885, 0.9197], [2.3011, 0.1597, 0.3275], [1.7620, 0.2242, -0.9270], [-1.6621, 0.0397, 1.3539], [-2.2984, -1.3411, 0.4473], [-2.4804, 0.2925, -0.2063], [-0.5931, -0.9398, -1.3602], [-0.0034, 1.6421, -0.6700], [0.1141, -1.2755, 0.2449], [1.3396, 1.3090, 1.7991], [1.9237, -0.6432, -1.5659]],
  "max_force_ev_per_a": 1.2,
  "e_tot_ev": -7357.765,
  "orbital_gap_ev": [8.2477, 8.5548],
  "homo_ev": [-7.5668, -7.8023]
}

***

# 7
{
  "formula": "C4H9FO2S",
  "method": "the ωB97M-V functional and the def2-TZVPD basis",
  "symbols": ["C", "C", "C", "C", "O", "O", "F", "S", "H", "H", "H", "H", "H", "H", "H", "H", "H"],
  "coordinates": [[-0.1740, -1.0107, -1.3346], [-0.6406, -1.0431, 1.2645], [-1.0712, 2.0183, -0.0277], [0.0436, -0.4143, 0.1045], [2.6419, -0.9526, -0.2985], [2.1268, 0.7387, 1.3046], [1.6284, 1.1419, -1.0793], [1.7384, 0.0259, 0.1534], [0.7309, -1.3738, -1.5506], [-1.0089, -1.7271, -1.2189], [-0.3407, -0.2276, -1.9815], [-1.5963, -0.6983, 1.5152], [0.0551, -0.7068, 2.0536], [-0.6611, -2.0909, 1.2923], [-0.3729, 2.7912, 0.2524], [-1.0615, 1.4857, -0.9197], [-2.0380, 2.0436, 0.4705]],
  "max_force_ev_per_a": 5.4,
  "e_tot_ev": -21937.023,
  "orbital_gap_ev": [9.1599, 8.3824],
  "homo_ev": [-9.4376, -9.3640]
}

***

# 8
{
  "formula": "C6H9N",
  "method": "the ωB97M-V functional and the def2-TZVPD basis",
  "symbols": ["C", "C", "C", "C", "N", "C", "C", "H", "H", "H", "H", "H", "H", "H", "H", "H"],
  "coordinates": [[-1.1220, -0.7682, 0.3041], [0.2260, -0.0139, 0.0643], [1.3705, -0.9860, 0.0851], [2.6893, -0.3348, -0.0154], [3.7483, 0.1526, 0.0393], [0.1251, 1.4180, 0.3682], [0.2705, 0.9910, -1.0775], [-1.4273, -1.4377, -0.4786], [-1.8501, 0.0226, 0.3264], [-1.2508, -1.1930, 1.2601], [1.1256, -1.5278, -0.8528], [1.4599, -1.8063, 0.9107], [1.0713, 1.8594, 0.8326], [-0.7470, 1.8033, 0.9416], [-0.6079, 0.9334, -1.7272], [1.2537, 1.3398, -1.4027]],
  "max_force_ev_per_a": 3.4,
  "smiles": "CC1(CC#N)CC1",
  "e_tot_ev": -7856.130,
  "orbital_gap_ev": 11.1961,
  "homo_ev": -10.3535
}

***

# 9
{
  "formula": "C28H58GaN2O4S",
  "method": "the ωB97M-V functional and the def2-TZVPD basis",
  "symbols": ["C", "C", "C", "C", "C", "Ga", "S", "C", "C", "C", "C", "O", "C", "O", "H", "H", "H", "H", "H", "H", "H", "H", "H", "H", "H", "H", "H", "H", "H", "H", "H", "H", "H", "H", "H", "H", "C", "C", "C", "C", "C", "C", "N", "O", "C", "C", "C", "H", "H", "H", "H", "H", "H", "H", "H", "H", "H", "H", "H", "H", "H", "H", "H", "H", "H", "C", "C", "C", "C", "C", "C", "N", "O", "C", "C", "C", "H", "H", "H", "H", "H", "H", "H", "H", "H", "H", "H", "H", "H", "H", "H", "H", "H", "H"],
  "coordinates": [[-1.7914, -4.5115, 1.6377], [-1.3144, -3.0639, 1.5585], [-1.9267, -2.0914, 2.6036], [-2.6795, -2.7369, 3.7591], [-3.3610, -1.7264, 4.7119], [-2.3288, -0.0281, 5.2048], [-3.6952, 1.8080, 4.6745], [-1.9394, 0.1681, 7.2120], [-0.9692, 1.3638, 7.3881], [0.3940, 0.9372, 7.9121], [1.2037, 0.2019, 6.8558], [1.5520, -1.1283, 7.3193], [1.4606, -2.0802, 6.4055], [1.6942, -3.2031, 6.6756], [-1.4352, -5.0009, 2.5321], [-1.3926, -5.0599, 0.7889], [-2.8702, -4.5422, 1.5384], [-0.2424, -3.0686, 1.7132], [-1.4968, -2.6433, 0.5788], [-2.5982, -1.3739, 2.1414], [-1.1125, -1.5169, 3.0171], [-3.4668, -3.3438, 3.3228], [-2.0097, -3.3634, 4.3454], [-4.2644, -1.3887, 4.2055], [-3.7144, -2.2447, 5.5979], [-0.9206, 0.1728, 4.4560], [-3.0299, 2.3373, 3.6350], [-2.8445, 0.3786, 7.7701], [-1.4880, -0.7294, 7.6251], [-1.4290, 2.1033, 8.0343], [-0.7996, 1.8409, 6.4250], [0.9494, 1.8034, 8.2520], [0.2456, 0.2780, 8.7597], [2.1392, 0.7372, 6.7248], [0.6930, 0.1737, 5.9012], [1.1683, -1.8038, 5.3878], [3.3327, -3.4773, -2.5315], [2.0414, -2.6458, -2.3628], [1.9749, -1.5662, -3.4442], [2.9448, -0.4101, -3.2069], [2.7642, 0.1662, -1.8031], [2.8451, -0.8871, -0.6990], [1.9704, -2.0589, -0.9937], [0.7514, -1.7396, -0.7430], [4.3083, -1.3356, -0.5059], [2.4650, -0.2466, 0.6347], [0.9049, -3.6429, -2.5790], [4.2027, -2.8800, -2.7963], [3.5588, -4.0371, -1.6230], [3.2171, -4.2012, -3.3386], [0.9596, -1.1607, -3.4908], [2.1697, -2.0164, -4.4209], [3.9789, -0.7372, -3.3553], [2.7645, 0.3717, -3.9470], [3.5166, 0.9404, -1.6333], [1.7964, 0.6657, -1.7559], [4.3680, -2.1822, 0.1801], [4.8943, -0.5227, -0.0760], [4.8140, -1.6060, -1.4298], [1.4767, 0.2098, 0.6113], [3.1767, 0.5419, 0.8793], [2.4835, -0.9799, 1.4428], [0.9109, -4.4172, -1.8094], [1.0224, -4.1286, -3.5478], [-0.0734, -3.1646, -2.5766], [-1.0232, 5.1464, -4.8813], [-0.4666, 3.7587, -5.2706], [-1.5094, 2.9961, -6.0905], [-2.6790, 2.4814, -5.2505], [-2.1739, 1.6635, -4.0626], [-1.1411, 2.4062, -3.2145], [-0.0575, 2.9979, -4.0550], [0.7652, 2.0701, -4.3975], [-1.8416, 3.4992, -2.3819], [-0.5605, 1.4516, -2.1786], [0.7446, 4.0585, -6.1514], [-2.0731, 5.1298, -4.5979], [-0.4498, 5.5823, -4.0624], [-0.9579, 5.8335, -5.7252], [-1.0334, 2.1421, -6.5837], [-1.8852, 3.6412, -6.8885], [-3.2998, 3.3129, -4.9059], [-3.3266, 1.8590, -5.8718], [-3.0157, 1.3698, -3.4328], [-1.7351, 0.7341, -4.4411], [-1.1101, 4.1293, -1.8741], [-2.4672, 3.0416, -1.6160], [-2.5044, 4.1396, -2.9587], [-0.1194, 0.5657, -2.6281], [-1.3425, 1.1016, -1.5058], [0.1992, 1.9466, -1.5727], [1.5166, 4.5867, -5.5888], [0.4435, 4.6908, -6.9863], [1.1840, 3.1567, -6.5749]],
  "spin_multiplicity": 3,
  "max_force_ev_per_a": 2.3,
  "e_tot_ev": -104356.305,
  "orbital_gap_ev": [6.3866, 5.9429],
  "homo_ev": [-4.3694, -4.3694],
  "charge": -1
}

***

# 10
{
  "formula": "C28H40BeNO6S",
  "method": "the ωB97M-V functional and the def2-TZVPD basis",
  "symbols": ["Be", "C", "C", "C", "C", "C", "C", "C", "N", "C", "C", "C", "C", "C", "C", "O", "C", "C", "C", "C", "C", "C", "C", "C", "C", "O", "C", "C", "C", "C", "C", "C", "H", "H", "H", "H", "H", "H", "H", "H", "H", "H", "H", "H", "H", "H", "H", "H", "H", "H", "H", "H", "H", "H", "H", "H", "H", "H", "H", "H", "H", "H", "H", "H", "H", "H", "H", "H", "H", "H", "H", "H", "O", "S", "O", "O", "O"],
  "coordinates": [[-1.5722, 1.9037, -0.6000], [0.9863, -4.0000, 0.0002], [0.0877, -3.9732, -1.2443], [0.9199, -4.3326, -2.4827], [-1.0000, -5.0362, -1.0446], [-0.5020, -2.5860, -1.4684], [0.1734, -1.4591, -1.1331], [-0.4525, -0.1915, -1.2613], [-0.0982, 0.9065, -0.7084], [0.7628, 1.2412, 0.2928], [2.1056, 0.9443, 0.4122], [2.8119, 1.4107, 1.5124], [2.0918, 2.0870, 2.4894], [0.7374, 2.3987, 2.4093], [0.0454, 2.0542, 1.2283], [-1.1786, 2.3740, 0.9280], [0.1148, 3.1184, 3.6029], [-1.3984, 3.2806, 3.4698], [0.7415, 4.5125, 3.7457], [0.3779, 2.2946, 4.8758], [4.3151, 1.1917, 1.5861], [4.9690, 1.9014, 0.3929], [4.9303, 1.7541, 2.8695], [4.6211, -0.3111, 1.5260], [-1.8328, 0.0240, -1.8967], [-2.5767, 0.6835, -0.9897], [-2.4533, -1.3010, -2.3301], [-1.7993, -2.4518, -2.0730], [-3.8605, -1.3396, -2.8920], [-4.1221, -0.1993, -3.8734], [-4.8182, -1.2112, -1.6962], [-4.1661, -2.6560, -3.6271], [1.3183, -5.0204, 0.1881], [0.4379, -3.6465, 0.8713], [1.8681, -3.3791, -0.1255], [1.3584, -5.3241, -2.3790], [1.7213, -3.6121, -2.6217], [0.2978, -4.3213, -3.3742], [-0.5435, -5.9781, -0.7446], [-1.5560, -5.2186, -1.9592], [-1.6926, -4.7257, -0.2660], [1.1466, -1.4753, -0.6662], [2.5935, 0.4110, -0.3918], [2.6162, 2.4204, 3.3692], [-1.6454, 3.8823, 2.6028], [-1.7967, 3.7584, 4.3653], [-1.8736, 2.3124, 3.3435], [0.5844, 5.0757, 2.8295], [1.8106, 4.4500, 3.9346], [0.2769, 5.0513, 4.5700], [-0.0186, 1.2894, 4.7518], [-0.1132, 2.7575, 5.7296], [1.4380, 2.2153, 5.1007], [4.7447, 2.9651, 0.4279], [4.5934, 1.5096, -0.5478], [6.0506, 1.7732, 0.4125], [4.7623, 2.8256, 2.9442], [6.0055, 1.5827, 2.8670], [4.5117, 1.2672, 3.7472], [4.2813, -0.7446, 0.5899], [4.1188, -0.8278, 2.3410], [5.6929, -0.4843, 1.6120], [-2.2871, -3.3742, -2.3391], [-3.9649, 0.7695, -3.4123], [-5.1516, -0.2519, -4.2281], [-3.4511, -0.2714, -4.7264], [-4.5565, -0.3254, -1.1234], [-4.7364, -2.0841, -1.0490], [-5.8454, -1.1274, -2.0494], [-3.4040, -2.8592, -4.3766], [-5.1269, -2.5637, -4.1308], [-4.2335, -3.5011, -2.9438], [-3.2671, 2.6172, -3.3192], [-1.8746, 2.4177, -3.0344], [-0.9856, 2.9218, -4.0437], [-1.5478, 0.8360, -3.0597], [-1.5179, 2.9738, -1.7065]],
  "max_force_ev_per_a": 3.0,
  "e_tot_ev": -54703.758,
  "orbital_gap_ev": 6.6535,
  "homo_ev": -4.6097,
  "charge": -1
}